Here is a molecular structure, C10H10N2O2 at a distorted geometry from the OMol25 dataset. Energies are from ωB97M-V/def2-TZVPD.

CARTESIAN COORDINATES (ANGSTROEM)
C1 -2.524 -1.170 -0.214
C2 0.434 -0.534 0.860
H1 -3.883 0.346 0.205
H2 0.692 -0.887 -0.893
C3 -1.129 -1.604 -0.152
C4 -1.995 1.239 -0.363
N1 0.698 0.908 1.171
C5 1.675 1.535 0.322
H3 1.706 2.712 0.101
H4 -2.151 2.264 -0.482
N2 1.533 -1.156 0.523
C6 2.767 0.842 -0.151
H5 0.030 1.715 -0.818
C7 2.605 -0.577 -0.102
H6 -3.395 -1.983 -0.223
C8 -2.828 0.202 -0.072
H7 -0.818 -2.795 -0.153
O1 3.449 -1.290 -0.608
H8 1.402 -2.136 0.615
O2 -0.743 -0.852 1.172
C9 -0.270 -0.497 -0.625
H9 3.664 1.340 -0.615
H10 -0.247 1.528 1.249
C10 -0.674 0.853 -0.746

Forces on the atoms, in the same order (eV/Å):
C -3.4 -0.7 0.2
C -0.3 9.7 -4.6
H 0.4 0.3 -0.4
H -1.2 0.9 -3.9
C -0.7 0.5 1.9
C 5.7 -0.6 -1.4
N -0.2 2.4 1.1
C 1.8 1.2 1.1
H -0.7 -2.7 1.2
H -1.1 1.4 0.4
N 3.9 -3.2 4.1
C -2.1 2.2 0.4
H -0.8 -1.4 -1.3
C 2.8 -1.2 -0.3
H 2.0 2.1 0.2
C -3.2 -4.7 -0.2
H -0.8 3.4 -0.2
O 0.2 -0.8 -0.2
H 1.1 -1.1 -0.5
O -5.0 -6.2 8.3
C 3.5 0.3 -5.3
H -1.4 -1.0 0.4
H 3.0 -2.5 -0.2
C -3.7 1.7 -0.7

Output
gap between HOMO and LUMO	6.89	eV
total charge	0
F_max	11.5	eV/Å
E_HOMO	-7.2565	eV
relative energy (zero: lowest compared OMol25 entry of this formula, charge and spin)	256.8	kcal/mol

=====

Here is a gas-phase ion, C4H6Cl3N4 (charge +1) at a distorted geometry from the OMol25 dataset. Energies are from ωB97M-V/def2-TZVPD.

CARTESIAN COORDINATES (ANGSTROEM)
H1 1.170 2.804 -0.269
N1 -0.587 -1.342 -0.297
N2 1.495 1.564 1.295
H2 -0.744 -1.116 -1.192
C1 1.871 0.364 3.297
N3 1.151 0.551 2.048
C2 -0.157 -0.343 0.375
H3 0.477 -1.492 1.809
H4 -1.106 1.623 -0.034
C3 -0.286 1.057 -0.278
C4 0.948 1.875 0.199
H5 -0.277 0.917 -1.318
Cl1 0.663 -0.388 4.402
Cl2 2.419 1.878 3.884
H6 -0.511 -2.343 -0.081
N4 0.501 -0.545 1.471
Cl3 3.219 -0.888 3.040

Forces on the atoms, in the same order (eV/Å):
H 0.5 0.4 -0.4
N -0.5 -3.1 1.6
N 1.0 1.5 -0.6
H -1.3 0.4 -4.0
C -0.5 -1.6 -0.4
N -0.2 -0.3 1.1
C 0.6 2.6 0.0
H 0.9 0.0 1.0
H -2.4 0.8 0.9
C 3.6 -1.3 1.4
C -1.6 -1.9 0.5
H 0.0 -0.2 -1.5
Cl 0.5 0.1 0.0
Cl 0.3 -0.1 0.2
H 0.1 0.8 0.1
N -0.3 1.0 -0.1
Cl -0.7 1.0 0.2

Output
structure (SMILES)	[NH2+]=C1CC=NN(C(Cl)(Cl)Cl)N1
gap between HOMO and LUMO	9.68	eV
total charge	+1
F_max	4.2	eV/Å
E_HOMO	-13.2477	eV
relative energy (zero: lowest compared OMol25 entry of this formula, charge and spin)	0.0	kcal/mol

=====

Here is 2 unconnected molecules or ions with the total composition C4H11NS at a distorted geometry from the OMol25 dataset. Energies are from ωB97M-V/def2-TZVPD.

CARTESIAN COORDINATES (ANGSTROEM)
H1 2.720 -1.545 0.761
C1 -0.727 2.903 -0.989
C2 1.667 -1.741 0.529
H2 0.756 -1.067 2.405
H3 0.867 1.308 -0.893
S1 -1.336 0.096 -0.996
H4 -1.785 2.727 -0.893
H5 -0.119 1.529 -2.408
H6 -0.330 3.390 -0.073
C3 0.728 -1.512 1.413
H7 -0.466 3.578 -1.803
C4 -0.120 1.503 -1.307
H8 -0.715 -2.492 0.283
H9 -0.823 -2.988 1.810
H10 -1.296 -1.411 1.382
H11 1.580 -2.115 -0.467
N1 -0.603 -2.163 1.247

Forces on the atoms, in the same order (eV/Å):
H -0.5 0.6 0.1
C 1.2 -0.5 0.8
C 1.7 0.4 0.5
H 0.6 0.0 -0.4
H 0.0 0.1 0.0
S 0.7 0.1 0.7
H -0.4 0.5 -0.1
H 0.7 -0.4 0.4
H -0.3 -0.5 -0.3
C -0.7 -1.5 0.7
H -0.3 0.1 -0.1
C -1.5 0.0 -0.8
H -0.1 0.7 -0.4
H 0.5 0.3 0.6
H -0.3 0.0 -0.5
H -0.8 -0.5 -0.3
N -0.4 0.6 -0.8

Output
gap between HOMO and LUMO	5.90	eV
total charge	0
F_max	1.8	eV/Å
E_HOMO	-6.1325	eV
relative energy (zero: lowest compared OMol25 entry of this formula, charge and spin)	79.3	kcal/mol

=====

Here is a single C3H5N3S molecule at a distorted geometry from the OMol25 dataset. Energies are from ωB97M-V/def2-TZVPD.

CARTESIAN COORDINATES (ANGSTROEM)
H1 2.489 -1.716 0.007
H2 0.238 -2.492 0.031
C1 -0.333 -0.317 0.021
C2 0.457 -1.450 -0.016
H3 1.136 2.629 0.268
H4 -0.539 2.495 0.257
H5 -2.334 -0.302 1.254
N1 1.876 0.276 -0.003
S1 -2.070 -0.219 -0.087
C3 0.619 0.726 0.011
N2 1.723 -1.071 0.012
N3 0.354 2.099 -0.084

Forces on the atoms, in the same order (eV/Å):
H 0.4 0.3 0.0
H -0.4 -0.4 -0.1
C 0.5 -0.4 -0.3
C -0.4 -0.2 0.4
H 0.0 0.2 -0.1
H 0.8 -1.0 -0.3
H 0.0 0.1 -0.6
N -0.5 0.2 0.2
S -0.3 0.0 0.7
C -0.1 0.9 -0.1
N 0.0 0.2 -0.2
N -0.2 0.1 0.4

Output
structure (SMILES)	Nc1n[nH]cc1S
gap between HOMO and LUMO	9.29	eV
total charge	0
F_max	1.4	eV/Å
E_HOMO	-8.4556	eV
relative energy (zero: lowest compared OMol25 entry of this formula, charge and spin)	16.3	kcal/mol

=====

Here is 2 unconnected molecules or ions with the total composition C12H17N at a distorted geometry from the OMol25 dataset. Energies are from ωB97M-V/def2-TZVPD.

CARTESIAN COORDINATES (ANGSTROEM)
H1 0.664 4.992 -0.986
C1 0.189 -0.992 -2.125
C2 -2.017 -3.838 0.635
H2 0.068 -0.285 1.178
C3 -0.713 -2.075 0.222
H3 -1.860 -1.473 2.858
H4 0.789 2.447 -0.466
H5 1.060 2.819 1.144
H6 -2.681 -4.617 0.959
N1 -1.716 -3.835 -0.731
H7 3.215 4.125 0.330
C4 0.366 -0.285 -0.931
H8 0.775 0.705 -0.974
H9 3.189 2.495 -0.281
C5 -0.857 -2.788 -0.984
H10 0.629 5.279 0.669
H11 -0.701 4.326 -0.052
C6 1.200 3.251 0.150
C7 2.645 3.439 -0.298
H12 -0.381 -2.807 -3.111
C8 -0.052 -0.848 0.261
C9 -1.445 -2.478 2.708
H13 -0.418 -2.375 3.064
C10 -1.391 -2.809 1.255
C11 -0.357 -2.261 -2.175
H14 2.635 3.789 -1.325
H15 0.557 -0.583 -3.054
H16 -1.719 -4.715 -1.219
H17 -2.045 -3.113 3.337
C12 0.371 4.510 -0.059

Forces on the atoms, in the same order (eV/Å):
H -0.2 -0.2 -0.5
C 0.5 -0.4 -0.3
C 0.5 -0.1 -0.8
H -0.1 -0.1 0.1
C 0.4 -0.1 0.4
H -0.1 0.0 -0.1
H -0.1 0.3 -0.2
H 0.4 0.4 0.2
H 0.0 -0.1 0.5
N 0.1 -0.4 0.4
H -0.1 0.2 -0.1
C -0.4 -0.5 -0.1
H 0.2 0.1 0.1
H 0.0 -0.1 0.0
C -0.3 0.6 0.0
H -0.2 -0.1 0.4
H 0.0 0.1 0.0
C -0.4 -0.5 -0.4
C 0.0 -0.4 0.5
H -0.2 0.0 0.0
C 0.0 0.5 -0.3
C 0.4 1.4 -0.3
H 0.0 -0.4 0.4
C -0.9 -0.5 0.3
C 0.0 0.0 0.1
H 0.2 0.2 -0.2
H 0.0 0.2 -0.1
H 0.0 0.2 -0.3
H 0.0 -0.6 0.0
C 0.4 0.3 0.2

Output
structure (SMILES)	Cc1c[nH]c2ccccc12.CCC
gap between HOMO and LUMO	8.86	eV
total charge	0
F_max	1.5	eV/Å
E_HOMO	-7.8947	eV
relative energy (zero: lowest compared OMol25 entry of this formula, charge and spin)	11.6	kcal/mol

=====

Here is a molecular structure, C17H38LiNO17P at a distorted geometry from the OMol25 dataset. Energies are from ωB97M-V/def2-TZVPD.

CARTESIAN COORDINATES (ANGSTROEM)
C1 3.371 -66.119 -35.027
H1 3.448 -66.069 -40.311
H2 2.158 -57.681 -41.842
H3 -1.673 -62.850 -38.838
C2 4.604 -59.401 -43.345
Li1 0.543 -63.597 -38.264
C3 -2.866 -67.252 -37.603
H4 2.135 -60.311 -41.111
H5 3.543 -66.897 -34.261
H6 0.283 -64.438 -35.573
C4 4.344 -58.874 -40.745
O1 -0.779 -65.331 -38.314
O2 -4.736 -61.791 -36.840
H7 -7.198 -62.369 -37.234
O3 2.449 -62.685 -41.470
H8 4.924 -65.266 -40.230
H9 0.865 -65.608 -40.602
O4 -2.525 -65.251 -33.051
H10 -7.178 -60.793 -37.891
C5 -3.269 -66.463 -32.761
H11 3.692 -65.206 -34.552
C6 3.547 -65.651 -37.423
H12 1.803 -62.534 -40.574
H13 3.658 -59.147 -39.990
H14 3.264 -64.439 -39.864
H15 -2.329 -62.728 -37.419
C7 -0.009 -65.155 -40.817
H16 0.944 -64.696 -34.227
H17 3.471 -57.189 -42.681
H18 -8.043 -62.112 -38.743
C8 0.363 -63.949 -34.687
H19 -2.035 -67.511 -36.716
H20 5.536 -58.873 -43.456
C9 -4.825 -62.040 -38.101
O5 -1.014 -66.029 -40.548
H21 -2.981 -66.310 -37.192
O6 4.409 -65.565 -38.451
H22 0.374 -65.213 -42.051
H23 -0.328 -64.164 -40.506
H24 4.466 -61.940 -41.850
O7 4.124 -66.213 -36.298
O8 0.109 -59.887 -39.206
H25 -1.862 -61.275 -38.413
C10 3.486 -61.720 -41.464
H26 3.871 -61.591 -40.541
C11 3.976 -65.223 -39.759
C12 2.824 -60.322 -41.862
N1 3.713 -59.218 -42.039
H27 -4.081 -66.229 -31.975
C13 -7.179 -61.781 -38.088
H28 -3.938 -66.707 -33.485
H29 2.526 -57.869 -43.477
C14 -1.534 -65.174 -33.932
O9 0.790 -62.253 -39.624
C15 -2.377 -62.357 -38.371
H30 4.803 -57.721 -40.858
O10 0.397 -61.830 -37.561
C16 -1.261 -66.122 -39.156
H31 0.643 -62.764 -34.627
O11 -3.809 -62.477 -38.799
O12 -5.944 -62.047 -38.741
H32 -2.610 -67.275 -32.573
H33 2.334 -60.436 -42.783
O13 -1.115 -66.186 -34.514
H34 2.386 -66.228 -35.292
O14 2.366 -65.122 -37.483
O15 -0.874 -63.931 -34.047
H35 5.233 -59.477 -40.614
O16 2.331 -60.723 -38.502
C17 2.955 -58.071 -42.438
H36 4.762 -60.435 -43.554
O17 -2.309 -66.955 -38.915
H37 -3.587 -67.953 -37.732
H38 4.247 -59.220 -44.347
P1 0.918 -61.001 -38.665

Forces on the atoms, in the same order (eV/Å):
C 2.0 0.0 -0.4
H 0.3 0.3 1.2
H -0.4 -0.8 1.3
H 2.4 -3.2 -4.0
C 0.6 -1.3 0.3
Li 0.3 1.1 0.0
C 6.5 1.7 1.8
H -2.1 1.5 2.4
H 0.8 -0.3 -1.1
H -0.4 -0.1 -3.6
C 3.7 2.8 -1.5
O -0.8 -2.7 -2.1
O -0.8 -0.3 -4.1
H -0.2 -0.8 1.9
O 1.7 0.4 -0.5
H 0.7 1.3 -1.0
H 3.3 -0.5 2.4
O -0.6 1.6 0.5
H -0.6 3.3 0.9
C 0.0 2.1 2.0
H -0.5 0.6 -0.1
C -4.1 2.9 0.3
H -0.9 0.7 0.3
H -1.1 0.3 1.4
H 0.2 1.4 0.2
H -0.1 -0.4 2.7
C 0.4 1.9 -5.3
H 1.6 -0.2 1.6
H 2.5 1.2 1.1
H 1.3 0.6 0.4
C 0.5 3.7 1.5
H -1.6 -0.4 -2.7
H 0.5 0.3 1.4
C 2.8 0.1 6.8
O -2.8 -3.0 3.4
H -2.0 1.9 0.8
O -0.5 -1.2 2.5
H -2.3 0.6 2.9
H 1.2 0.4 -0.2
H 0.2 -0.8 -2.2
O -0.3 0.1 -1.1
O -1.4 2.0 -0.6
H -1.9 -1.9 0.2
C -2.2 0.4 -1.4
H 0.3 0.7 4.1
C -1.0 -2.6 -0.9
C 1.9 -4.7 -1.6
N 1.1 2.0 -2.9
H 2.2 0.0 -0.3
C -0.1 -2.6 -2.2
H -1.3 -0.7 -3.1
H -0.2 -2.7 0.7
C 2.8 -1.5 -1.3
O 1.2 -2.7 -4.7
C -2.5 6.0 2.0
H -1.7 -3.1 0.7
O -2.6 -1.4 6.1
C -0.9 2.7 0.5
H 0.0 -3.5 -0.8
O 0.7 0.1 -2.0
O -1.1 -0.5 -2.8
H 0.4 -0.6 0.5
H -0.8 -0.4 -1.3
O -0.8 1.8 0.7
H -2.5 0.5 -0.3
O 4.8 -2.8 0.6
O -4.6 -2.5 2.2
H 0.1 -0.4 0.0
O 5.5 1.9 0.0
C -3.0 3.5 -2.6
H 0.6 -1.1 1.1
O 1.6 -0.6 -1.2
H -2.2 -1.6 -0.2
H -2.0 1.1 0.3
P -1.5 -1.6 -1.8

Output
gap between HOMO and LUMO	4.48	eV
total charge	-1
F_max	7.3	eV/Å
E_HOMO	-2.5950	eV
relative energy (zero: lowest compared OMol25 entry of this formula, charge and spin)	38.6	kcal/mol